(1)
This record from the Open Molecules 2025 dataset describes an isolated ion of composition C4H12N3 and charge +1 at a distorted geometry. The level of theory is ωB97M-V/def2-TZVPD.

```
19
Properties=species:S:1:pos:R:3:forces:R:3:mulliken_charge:R:1
C 1.697 -1.656 1.068 -2.52 -1.72 1.26 -0.981
C 1.366 -0.666 0.268 2.10 1.59 -2.04 0.613
N 2.282 0.387 -0.148 -5.83 -2.48 -0.53 -0.366
N 0.166 -0.537 -0.572 -0.86 -0.94 -1.03 -0.403
C -0.750 0.845 -0.101 -2.74 -2.85 -0.96 0.110
C -2.040 0.742 -0.990 1.60 2.38 1.14 -1.393
N -1.029 0.744 1.217 3.87 0.44 0.34 -0.399
H 0.947 -2.416 1.482 1.11 1.10 -1.19 0.224
H 2.661 -1.742 1.506 0.67 0.33 0.30 0.294
H 3.171 0.358 0.156 3.42 0.42 1.08 0.155
H 1.814 1.122 -0.629 0.97 0.68 -0.10 0.160
H 0.461 -0.452 -1.601 -0.27 -0.06 1.84 0.424
H -0.520 -1.331 -0.570 1.12 0.58 0.55 0.387
H 0.001 1.451 -0.455 0.98 2.32 -0.26 0.479
H -2.831 1.397 -0.536 1.04 0.47 -1.23 0.381
H -2.561 -0.135 -0.868 -0.52 -2.82 0.36 0.526
H -1.734 0.820 -2.036 -0.70 0.67 0.09 0.354
H -1.949 0.706 1.502 -1.85 -0.26 0.96 0.189
H -0.227 0.781 1.884 -1.56 0.14 -0.58 0.247
```
Positions in Å, forces in eV/Å.

Output
Net charge ... +1
Gap between HOMO and LUMO ... 9.839 eV
Spin multiplicity ... 1
SMILES ... C=C(N)[NH2+][C@@H](C)N
LUMO energy ... -0.1159 hartree
HOMO energy ... -12.993 eV



(2)
This record from the Open Molecules 2025 dataset describes one molecule with the formula C3H7FOS at a distorted geometry. The level of theory is ωB97M-V/def2-TZVPD.

```
13
Properties=species:S:1:pos:R:3:forces:R:3:mulliken_charge:R:1
C -1.868 1.277 -0.088 1.89 -2.03 -4.37 -0.999
C -0.959 0.293 0.527 2.44 -3.00 -0.14 0.133
F -1.210 -1.150 0.031 -0.55 1.83 0.29 -0.352
S 0.712 0.264 -0.091 0.80 -0.52 -1.76 0.687
C 1.491 -1.357 0.236 -1.23 -1.71 -0.86 -0.985
O 1.670 1.253 0.363 -0.52 0.31 0.28 -0.599
H -2.037 1.994 0.597 -0.61 2.91 1.78 0.326
H -2.761 0.735 -0.290 -0.97 -0.37 -0.05 0.340
H -1.491 1.614 -1.158 -0.82 -0.05 2.01 0.238
H 0.852 0.348 -1.592 -0.47 -0.37 1.71 0.107
H 0.883 -2.277 0.310 -0.52 1.07 0.00 0.343
H 2.334 -1.744 -0.322 0.03 1.11 -1.51 0.397
H 1.996 -1.258 1.126 0.52 0.81 2.63 0.364
```
Positions in Å, forces in eV/Å.

Output
Net charge ... 0
Gap between HOMO and LUMO ... 8.699 eV
Spin multiplicity ... 1
SMILES ... CC(F)=[S@H](C)=O
LUMO energy ... 0.0143 hartree
HOMO energy ... -8.310 eV



(3)
This record from the Open Molecules 2025 dataset describes a 8-piece molecular cluster, C36H93ClN7O15 overall at a distorted geometry. The level of theory is ωB97M-V/def2-TZVPD.

```
152
Properties=species:S:1:pos:R:3:forces:R:3:mulliken_charge:R:1
Cl 0.122 -1.205 -0.974 -1.05 0.99 0.00 1.264
O 1.320 -1.219 -0.173 0.12 -0.15 -0.01 -0.482
O -1.000 -0.717 -0.187 0.30 -0.26 0.19 -0.500
O 0.283 -0.291 -2.089 0.32 -0.42 -0.12 -0.331
O -0.189 -2.528 -1.453 0.29 -0.17 -0.06 -0.902
C 3.693 -0.120 -5.013 0.09 -0.16 -0.70 -0.597
O 4.161 0.556 -3.886 0.27 -0.16 0.23 -0.450
C 3.290 0.382 -2.783 -0.73 -0.05 0.06 -0.231
C 3.896 0.952 -1.536 0.32 0.31 0.16 0.495
N 4.325 2.332 -1.715 -0.57 -0.13 0.02 -0.087
C 4.761 2.931 -0.464 0.54 -0.31 -0.69 0.039
C 4.969 4.407 -0.630 -0.07 0.14 0.55 -0.618
O 6.081 4.642 -1.472 -0.06 -0.17 -0.16 -0.301
C 6.686 5.883 -1.254 0.08 0.13 0.00 -0.772
H 3.639 -1.208 -4.869 -0.20 0.07 0.23 0.265
H 4.391 0.028 -5.842 0.06 0.21 0.17 0.363
H 2.716 0.257 -5.342 -0.07 -0.11 0.13 0.145
H 3.053 -0.675 -2.604 0.17 -0.04 -0.15 0.378
H 2.319 0.857 -2.978 0.15 0.12 -0.12 -0.261
H 4.718 0.296 -1.197 -0.02 0.06 0.05 0.327
H 3.131 0.969 -0.757 -0.02 -0.33 -0.02 -0.661
H 5.041 2.374 -2.427 0.06 0.14 0.06 0.248
H 5.721 2.481 -0.160 -0.13 0.06 0.42 0.233
H 4.008 2.762 0.308 0.01 -0.10 0.01 0.001
H 5.164 4.847 0.360 -0.02 0.03 -0.06 0.448
H 4.045 4.843 -1.031 0.15 0.17 -0.13 0.157
H 7.471 5.999 -2.001 -0.04 0.05 -0.02 0.250
H 7.150 5.934 -0.259 -0.08 0.00 0.00 0.306
H 5.971 6.710 -1.346 0.03 0.01 -0.03 0.297
C -11.354 -2.236 2.864 -0.69 0.17 -1.06 -0.724
O -10.043 -2.606 3.150 0.02 -0.18 0.36 -0.294
C -9.639 -3.739 2.403 -0.11 0.12 -0.36 -0.621
C -8.258 -4.151 2.845 -0.11 0.08 -0.09 -0.589
N -7.246 -3.309 2.233 0.30 -0.02 -0.02 -0.259
C -5.908 -3.642 2.715 -0.22 0.08 -0.18 -0.760
C -4.871 -2.719 2.109 -0.02 0.16 0.51 -0.295
O -3.635 -3.028 2.711 -0.06 -0.24 0.13 -0.403
C -2.534 -2.631 1.936 0.80 0.31 -0.38 -0.393
H -11.633 -1.353 3.432 0.13 -0.06 0.21 0.251
H -12.090 -3.038 3.022 0.21 -0.06 0.41 0.289
H -11.484 -1.988 1.792 0.23 0.10 0.19 0.296
H -9.631 -3.468 1.338 0.13 -0.08 0.00 0.337
H -10.361 -4.563 2.498 0.00 0.06 0.32 0.443
H -8.097 -5.187 2.537 0.13 0.03 -0.01 0.394
H -8.212 -4.113 3.944 -0.08 -0.12 0.01 0.314
H -7.427 -2.339 2.472 -0.16 -0.02 -0.02 0.233
H -5.673 -4.667 2.422 -0.03 -0.04 0.10 0.289
H -5.860 -3.566 3.811 0.20 -0.12 0.01 0.309
H -5.138 -1.679 2.362 0.01 0.03 -0.28 0.172
H -4.832 -2.826 1.021 0.00 -0.02 -0.01 0.358
H -1.601 -2.841 2.462 -0.22 -0.20 0.24 0.303
H -2.502 -1.555 1.732 -0.29 -0.06 -0.09 0.000
H -2.482 -3.170 0.983 -0.15 0.11 -0.04 0.328
C -0.434 2.021 -5.045 -0.02 0.28 -0.79 -0.792
O -1.468 1.997 -4.114 -0.38 0.06 -0.15 -0.173
C -2.205 0.812 -4.225 0.20 -0.86 0.28 -0.442
C -3.150 0.582 -3.051 -0.52 0.93 -0.12 0.069
N -3.948 1.791 -2.754 -0.42 -0.54 0.29 -0.181
C -4.869 1.622 -1.613 -0.06 0.02 -0.07 -1.110
C -4.289 1.112 -0.310 0.00 -0.49 0.12 0.104
O -3.463 2.088 0.266 0.09 0.32 0.20 -0.336
C -3.128 1.894 1.629 -0.43 -0.24 -0.72 -0.525
H -0.802 1.864 -6.077 -0.04 -0.31 0.17 0.371
H 0.327 1.264 -4.821 0.09 0.08 -0.01 0.300
H -0.010 3.026 -5.094 0.16 -0.08 0.51 0.075
H -1.507 -0.044 -4.224 -0.08 0.02 -0.03 -0.096
H -2.755 0.738 -5.180 0.00 0.38 -0.02 0.473
H -2.589 0.294 -2.166 0.09 -0.03 -0.05 -0.535
H -3.851 -0.215 -3.349 0.38 -0.42 0.17 0.617
H -4.602 1.873 -3.529 0.35 0.41 -0.22 0.295
H -5.710 0.951 -1.871 0.11 -0.11 0.09 0.404
H -5.311 2.599 -1.396 0.01 0.02 -0.08 0.293
H -3.739 0.170 -0.454 0.09 0.10 0.02 0.112
H -5.121 0.855 0.368 -0.05 0.21 -0.06 0.383
H -3.988 2.159 2.254 0.11 0.02 0.18 0.318
H -2.284 2.554 1.812 0.02 -0.02 0.27 0.192
H -2.853 0.851 1.820 0.15 0.04 0.06 0.041
C 1.046 3.499 9.953 0.57 -0.17 0.00 -0.745
O 1.311 2.783 8.762 -0.44 -0.07 -0.03 -0.316
C 0.648 3.327 7.635 -0.29 0.71 0.10 -0.718
C 1.133 2.639 6.394 -0.34 -0.41 0.06 -0.350
N 2.490 3.024 6.053 -0.02 -0.15 0.29 -0.322
C 3.101 2.154 5.064 0.28 0.45 -1.08 -0.666
C 2.693 2.613 3.652 -0.84 0.29 0.68 -0.439
O 3.116 1.790 2.612 0.62 -0.10 -0.12 -0.097
C 2.540 0.490 2.585 -0.17 0.79 -0.34 -0.454
H 0.063 3.974 9.967 -0.06 -0.03 -0.13 0.332
H 1.829 4.254 10.086 -0.20 0.17 0.11 0.267
H 1.106 2.794 10.781 -0.02 0.01 0.02 0.232
H 0.815 4.416 7.595 0.26 -0.11 -0.16 0.368
H -0.446 3.230 7.708 0.10 -0.33 0.20 0.409
H 0.427 2.851 5.589 0.18 0.18 -0.12 0.289
H 1.037 1.555 6.584 0.11 0.02 -0.06 0.269
H 3.027 2.981 6.911 0.04 0.03 -0.05 0.288
H 2.823 1.097 5.154 0.14 -0.01 0.37 0.343
H 4.185 2.281 5.103 0.01 -0.32 0.27 0.347
H 3.082 3.617 3.478 0.17 -0.08 -0.08 0.265
H 1.592 2.725 3.659 0.09 -0.15 -0.24 0.217
H 2.817 0.071 1.621 -0.05 -0.19 0.05 -0.319
H 1.452 0.613 2.604 -0.04 -0.39 0.14 0.413
H 2.908 -0.131 3.401 -0.12 -0.12 0.00 0.447
C 6.636 -5.110 3.521 0.20 -0.18 0.38 -1.371
C 6.421 -5.239 2.035 -0.47 -0.62 -0.60 0.650
C 5.762 -4.019 1.425 0.49 0.41 -0.23 -0.756
O 4.443 -3.912 1.874 -0.03 -0.01 0.37 -0.385
C 3.893 -2.640 1.615 -0.55 0.06 -0.23 -0.689
N 7.665 -5.497 1.300 0.06 0.05 0.22 -0.720
H 7.212 -4.222 3.788 -0.10 0.07 -0.07 0.325
H 7.174 -5.974 3.925 0.03 -0.02 -0.14 0.383
H 5.668 -5.105 4.020 0.02 0.27 0.03 0.316
H 5.701 -6.063 1.891 0.07 0.03 0.03 0.178
H 5.795 -4.069 0.324 -0.06 -0.15 0.03 0.283
H 6.360 -3.128 1.684 -0.15 -0.02 0.12 0.314
H 3.770 -2.470 0.539 0.25 0.13 0.03 0.338
H 4.482 -1.844 2.081 0.10 -0.01 -0.12 0.363
H 2.882 -2.604 2.021 0.07 -0.15 0.13 0.291
H 8.169 -6.264 1.731 0.00 0.04 0.05 0.249
H 7.440 -5.802 0.360 0.03 0.09 -0.04 0.251
C 0.568 -2.945 -5.565 0.41 0.37 -0.22 -1.144
C -0.904 -3.280 -5.360 0.55 0.38 0.44 1.211
C -1.510 -4.101 -6.475 0.19 -0.16 0.56 -1.085
O -1.382 -3.435 -7.702 -0.02 0.30 -0.18 -0.271
C -2.018 -4.121 -8.736 -0.64 -0.33 -0.16 -0.768
N -1.128 -3.977 -4.094 0.12 -0.18 0.28 -0.674
H 0.907 -2.259 -4.783 -0.09 -0.18 0.17 0.138
H 0.788 -2.421 -6.501 -0.24 -0.22 -0.10 0.370
H 1.192 -3.843 -5.517 -0.05 -0.04 -0.03 0.327
H -1.432 -2.324 -5.282 -0.20 -0.11 -0.15 -0.177
H -2.556 -4.287 -6.195 -0.03 -0.06 -0.28 0.430
H -0.979 -5.068 -6.527 -0.14 -0.04 0.00 0.328
H -3.110 -4.180 -8.589 0.12 0.09 0.15 0.300
H -1.672 -5.162 -8.811 0.18 0.11 -0.11 0.307
H -1.862 -3.594 -9.675 0.25 0.00 0.03 0.243
H -0.753 -3.414 -3.332 -0.34 0.24 0.03 0.311
H -0.546 -4.810 -4.030 -0.10 -0.08 -0.35 0.298
C 0.763 2.898 0.385 0.66 0.46 -0.18 0.051
C -0.180 3.558 -0.620 -1.38 -1.06 0.32 -0.145
C 0.532 4.359 -1.677 -0.08 0.06 0.38 -0.801
O -0.408 4.994 -2.509 0.03 0.28 -0.20 -0.352
C 0.217 5.892 -3.393 -0.42 -0.32 -0.12 -0.816
N -1.031 2.524 -1.253 0.98 0.36 0.06 0.280
H 0.187 2.249 1.044 0.05 -0.05 0.04 0.147
H 1.364 3.590 0.990 -0.20 0.09 0.01 0.524
H 1.492 2.287 -0.158 -0.16 -0.15 0.05 -0.553
H -0.919 4.181 -0.099 0.37 0.36 0.03 0.371
H 1.184 3.672 -2.238 0.10 0.19 -0.14 0.184
H 1.134 5.142 -1.190 0.27 -0.17 -0.03 0.565
H 0.764 6.673 -2.850 0.20 -0.06 -0.06 0.326
H -0.560 6.370 -3.990 -0.04 -0.03 0.08 0.268
H 0.871 5.345 -4.084 0.25 0.19 0.08 0.280
H -0.404 1.819 -1.639 -0.20 -0.08 -0.13 -0.317
H -1.552 2.056 -0.521 -0.09 0.03 -0.16 -0.097
```
Positions in Å, forces in eV/Å.

Output
Net charge ... -1
Gap between HOMO and LUMO ... 7.637 eV
Spin multiplicity ... 1
LUMO energy ... 0.0826 hartree
HOMO energy ... -5.388 eV



(4)
This record from the Open Molecules 2025 dataset describes one molecule with the formula C3H3BrO at a distorted geometry. The level of theory is ωB97M-V/def2-TZVPD.

```
8
Properties=species:S:1:pos:R:3:forces:R:3:mulliken_charge:R:1
C 0.959 -0.457 0.008 -1.07 1.03 -0.48 -0.794
C -0.562 -0.027 0.084 1.43 -6.55 -0.62 -0.211
Br -2.010 -1.437 0.084 1.29 1.23 -0.01 -0.179
C -1.000 1.130 -0.112 -0.01 0.26 0.59 0.675
O -1.279 2.217 0.000 -1.39 4.11 -0.46 -0.317
H 1.425 -0.031 -0.925 -0.55 -0.75 0.69 0.274
H 1.117 -1.590 0.046 -0.27 1.93 0.36 0.296
H 1.350 0.195 0.816 0.57 -1.26 -0.08 0.256
```
Positions in Å, forces in eV/Å.

Output
Net charge ... 0
Gap between HOMO and LUMO ... 8.665 eV
Spin multiplicity ... 1
SMILES ... CC(Br)=C=O
LUMO energy ... -0.0096 hartree
HOMO energy ... -8.926 eV